ORCA calculation (the ωB97M-V functional and the def2-TZVPD basis) on a structure of composition Cl2O8Tl at a distorted geometry.

Calculated values
- E_HOMO: -14.1 eV
- LUMO: -12.19 eV
- ΔE to the lowest compared entry with this formula, charge and spin: 187.8 kJ/mol
- HOMO-LUMO gap: 1.9439 eV
- Total charge: +1

Structure (XYZ):
```
11
Properties=species:S:1:pos:R:3:lowdin_charge:R:1
Tl 0.723 -0.882 1.326 1.19
Cl -2.489 -2.628 -1.000 0.75
O -1.488 -1.861 -0.249 -0.41
O -2.798 -2.008 -2.252 -0.17
O -1.820 -3.951 -1.178 -0.10
O -3.666 -2.960 -0.241 -0.12
Cl 2.300 2.910 0.743 0.71
O 3.302 2.741 1.778 -0.16
O 1.687 1.607 0.417 -0.40
O 1.255 3.790 1.112 -0.18
O 2.994 3.242 -0.453 -0.10
```